## a
Density functional theory data (ωB97M-V with the def2-TZVPD basis set) for the molecule C22H23N3O5S.

Its charge is 0.

Positions of all 54 atoms, in Å:
S1 -0.26 -4.25 2.62
O1 2.24 -3.52 3.16
O2 -0.93 -0.60 1.72
O3 -0.43 2.22 -2.17
O4 -0.70 1.30 -0.20
O5 1.19 -1.31 -0.08
N1 2.57 0.44 0.25
N2 0.80 -1.92 2.39
N3 -2.62 -0.50 -1.26
C1 1.75 -0.85 2.20
C2 -0.48 -1.72 1.90
C3 3.31 1.33 1.12
C4 -6.27 -0.08 -0.80
C5 -6.44 -1.13 0.11
C6 1.16 -3.18 2.76
C7 -5.02 0.22 -1.32
C8 -5.38 -1.90 0.52
C9 3.29 2.79 0.67
C10 -4.12 -1.63 0.01
C11 -0.97 1.39 -1.49
C12 -3.95 -0.56 -0.91
C13 -1.97 0.42 -2.14
C14 -1.19 -3.00 1.80
C15 1.82 -0.58 0.68
C16 4.22 2.57 -1.70
C17 4.42 3.14 -0.30
C18 4.00 1.06 -1.72
C19 -1.96 -1.48 -0.59
C20 -2.81 -2.18 0.23
C21 -2.36 -3.18 1.15
C22 2.63 0.66 -1.19
H1 -0.90 -1.64 -0.75
H2 -7.12 0.51 -1.10
H3 4.07 0.72 -2.75
H4 5.10 2.81 -2.30
H5 2.72 -1.17 2.60
H6 3.40 3.41 1.56
H7 -2.72 1.03 -2.65
H8 -2.93 -4.09 1.29
H9 4.79 0.55 -1.16
H10 3.36 3.06 -2.17
H11 2.33 3.02 0.22
H12 -4.90 1.04 -2.01
H13 1.38 0.03 2.72
H14 2.87 1.27 2.12
H15 5.37 2.77 0.11
H16 1.89 1.41 -1.48
H17 4.35 0.98 1.20
H18 -1.07 0.54 0.31
H19 4.50 4.23 -0.37
H20 -7.43 -1.33 0.49
H21 -1.41 -0.12 -2.91
H22 2.32 -0.29 -1.64
H23 -5.52 -2.71 1.23

=====

## b
Density functional theory data (ωB97M-V with the def2-TZVPD basis set) for the molecule C22H23N3O5S.

Its charge is 0.

Positions of all 54 atoms, in Å:
S1 3.17 1.89 -2.46
O1 -2.60 3.22 2.22
O2 0.09 -3.10 -4.84
O3 1.14 -2.37 -6.75
O4 -3.61 -0.13 5.77
O5 1.96 -2.11 0.16
N1 1.37 1.77 -0.60
N2 2.47 -0.24 -1.03
N3 -2.41 1.89 4.03
C1 -0.35 1.97 1.08
C2 -0.95 0.02 2.37
C3 -3.45 2.53 4.80
C4 3.50 -0.90 -4.33
C5 -4.59 0.26 4.82
C6 0.77 -0.14 0.68
C7 -1.11 1.38 2.08
C8 3.00 -1.20 -5.60
C9 1.70 -2.11 -3.25
C10 0.04 -3.09 -6.25
C11 2.87 -1.34 -3.18
C12 2.30 1.08 -1.32
C13 -2.12 2.25 2.77
C14 0.59 1.22 0.38
C15 1.84 -1.94 -5.66
C16 3.43 -1.00 -1.82
C17 -4.79 1.78 4.72
C18 1.76 -0.93 -0.05
C19 1.21 -2.39 -4.49
C20 -0.02 -0.73 1.68
C21 -4.63 0.59 7.91
C22 -4.08 -0.54 7.03
H1 -5.55 -0.23 5.04
H2 -0.51 3.01 0.86
H3 -5.55 0.99 7.50
H4 -0.90 -2.62 -6.58
H5 -3.12 2.58 5.84
H6 0.08 -4.13 -6.62
H7 3.48 -0.85 -6.49
H8 -2.05 1.04 4.43
H9 -3.90 1.39 7.99
H10 -5.26 1.99 3.76
H11 -5.44 2.15 5.51
H12 -4.24 -0.12 3.86
H13 -3.21 -0.99 7.51
H14 -4.85 -1.32 6.91
H15 0.13 -1.78 1.88
H16 1.26 2.75 -0.84
H17 4.34 -0.40 -1.92
H18 3.64 -1.91 -1.26
H19 4.39 -0.31 -4.26
H20 -1.56 -0.47 3.12
H21 1.21 -2.47 -2.36
H22 -3.57 3.55 4.42
H23 -4.83 0.20 8.90

=====

Most favorable structure: a. The second most favorable one is 0.0311 hartree above it.

=====

## a
Density functional theory data (ωB97M-V with the def2-TZVPD basis set) for the molecule C3H7N3O2.

Its charge is 0.

Positions of all 15 atoms, in Å:
O1 2.33 -0.44 -0.31
O2 0.65 1.73 0.00
N1 1.09 -0.96 -0.51
N2 -1.03 -1.20 0.57
N3 -1.90 0.76 -0.94
C1 0.18 -0.45 0.41
C2 0.28 0.80 1.04
C3 -2.10 -0.43 -0.19
H1 -1.11 -2.24 0.38
H2 -0.74 1.18 1.35
H3 2.86 -1.12 -1.00
H4 -0.98 0.97 -1.03
H5 -3.25 -0.68 0.23
H6 1.24 1.25 -0.84
H7 0.86 0.61 2.05

=====

## b
Density functional theory data (ωB97M-V with the def2-TZVPD basis set) for the molecule C3H7N3O2.

Its charge is 0.

Positions of all 15 atoms, in Å:
O1 -0.90 1.59 -0.83
O2 -0.21 -0.26 0.83
N1 2.23 -0.62 0.95
N2 -0.29 0.75 1.83
N3 1.08 0.04 -1.13
C1 -1.38 -0.64 -1.64
C2 1.33 -0.25 0.02
C3 -0.62 0.44 -0.94
H1 -0.98 -1.62 -1.39
H2 -2.42 -0.57 -1.35
H3 -1.29 -0.48 -2.72
H4 3.06 -0.05 0.98
H5 -0.19 1.64 1.33
H6 -1.25 0.71 2.15
H7 1.83 -0.69 1.89

=====

## c
Density functional theory data (ωB97M-V with the def2-TZVPD basis set) for the molecule C3H7N3O2.

Its charge is 0.

Positions of all 15 atoms, in Å:
O1 1.68 -0.88 -0.37
O2 -2.65 -0.44 -0.12
N1 -0.36 -1.89 0.27
N2 -0.20 0.47 -0.42
N3 -2.15 1.75 0.14
C1 -1.85 0.46 -0.09
C2 0.09 -0.68 -0.07
C3 2.57 0.16 -0.01
H1 -1.42 2.43 0.07
H2 2.57 0.95 -0.77
H3 -3.12 2.04 0.15
H4 -1.36 -2.04 0.16
H5 2.33 0.59 0.97
H6 0.28 -2.65 0.05
H7 3.58 -0.26 0.04

=====

Most favorable structure: c. The second most favorable one is 0.0920 hartree above it.

=====

## a
Density functional theory data (ωB97M-V with the def2-TZVPD basis set) for the ion C3H4IN2O2 with charge +1.

Its charge is +1.

Positions of all 12 atoms, in Å:
I1 -3.73 -0.61 0.03
O1 -3.15 3.43 0.04
O2 -0.92 2.95 -0.01
N1 -0.23 1.78 0.10
N2 -0.92 0.60 -0.09
C1 0.06 -0.46 0.28
C2 -2.19 2.85 0.00
C3 -2.21 0.72 -0.10
H1 -0.38 -1.15 1.04
H2 0.73 2.00 -0.07
H3 0.96 -0.07 0.55
H4 0.18 -1.00 -0.67

=====

## b
Density functional theory data (ωB97M-V with the def2-TZVPD basis set) for a cluster of 2 separate species, C3H4IN2O2 in total.

Its charge is +1.

Positions of all 12 atoms, in Å:
I1 -1.88 -2.24 -0.26
O1 -1.71 3.51 0.23
O2 -1.90 1.25 -0.03
N1 0.48 -0.45 -0.13
N2 0.71 0.51 -0.87
C1 1.51 -1.14 0.43
C2 -0.74 -0.72 0.36
C3 -1.85 2.40 0.10
H1 2.18 -1.35 -0.50
H2 -0.16 0.94 -1.23
H3 2.16 -0.56 0.95
H4 1.20 -2.17 0.95

=====

Most favorable structure: b. The second most favorable one is 0.0180 hartree above it.

=====

## a
Density functional theory data (ωB97M-V with the def2-TZVPD basis set) for the molecule C4H5NO2S.

Its charge is 0.

Positions of all 13 atoms, in Å:
S1 1.15 -1.08 -0.26
O1 -0.84 0.19 1.25
O2 1.14 -0.36 2.36
N1 -1.22 1.00 0.31
C1 -0.73 0.57 -0.87
C2 -0.18 -0.75 -1.30
C3 0.47 -0.32 1.31
C4 -0.98 1.71 -1.96
H1 -1.69 1.33 -2.74
H2 -0.02 2.22 -2.28
H3 -1.00 -1.43 -1.44
H4 0.39 -0.43 -2.29
H5 -1.46 2.71 -1.31

=====

## b
Density functional theory data (ωB97M-V with the def2-TZVPD basis set) for a structure of composition C4H5NO2S.

Its charge is 0.

Positions of all 13 atoms, in Å:
S1 -2.31 0.58 -0.15
O1 1.99 -1.02 0.89
O2 2.61 0.51 -0.62
N1 1.80 -0.06 0.15
C1 0.58 0.59 0.14
C2 -0.98 -0.50 -0.23
C3 0.54 1.82 0.53
C4 -0.77 -1.72 -0.58
H1 -3.39 -0.40 -0.15
H2 -1.48 -2.32 -1.05
H3 -0.28 2.50 0.65
H4 1.51 2.15 0.78
H5 0.19 -2.11 -0.36

=====

## c
Density functional theory data (ωB97M-V with the def2-TZVPD basis set) for the molecule C4H5NO2S.

Its charge is 0.

Positions of all 13 atoms, in Å:
S1 2.19 -0.33 -1.12
O1 -1.28 1.66 -0.64
O2 0.93 -2.36 0.44
N1 -0.22 -0.39 0.10
C1 -0.28 0.94 -0.52
C2 1.13 1.32 -1.01
C3 -1.27 -0.88 1.15
C4 0.82 -1.19 0.01
H1 1.68 2.26 -0.62
H2 -1.82 -2.00 1.13
H3 -0.71 -0.55 2.18
H4 1.03 1.60 -2.12
H5 -2.21 -0.09 1.02

=====

## d
Density functional theory data (ωB97M-V with the def2-TZVPD basis set) for the molecule C4H5NO2S.

Its charge is 0.

Positions of all 13 atoms, in Å:
S1 -0.80 -0.86 1.33
O1 1.37 1.33 -0.94
O2 -0.55 -2.32 1.27
N1 -0.12 -0.17 -0.19
C1 -0.94 -0.09 -1.39
C2 0.71 -0.16 2.12
C3 1.50 0.63 1.36
C4 0.89 0.68 -0.07
H1 -1.99 0.26 -1.35
H2 2.41 1.10 1.50
H3 -0.37 0.60 -2.02
H4 -1.00 -1.03 -1.89
H5 0.92 -0.42 3.07

=====

Most favorable structure: c. The second most favorable one is 0.0072 hartree above it.

=====

## a
Density functional theory data (ωB97M-V with the def2-TZVPD basis set) for the molecule C4H5NO2S.

Its charge is 0.

Positions of all 13 atoms, in Å:
S1 3.07 -0.36 -0.42
O1 0.43 -0.95 0.89
O2 -2.50 -0.08 -0.79
N1 0.70 0.37 0.55
C1 1.83 0.64 -0.11
C2 -0.59 1.01 0.31
C3 -1.42 -0.15 -0.27
C4 -0.56 -1.40 -0.03
H1 -0.50 1.82 -0.42
H2 -1.05 1.36 1.23
H3 1.85 1.70 -0.41
H4 -1.14 -2.24 0.42
H5 -0.13 -1.73 -0.95

=====

## b
Density functional theory data (ωB97M-V with the def2-TZVPD basis set) for the molecule C4H5NO2S.

Its charge is 0.

Positions of all 13 atoms, in Å:
S1 1.36 -1.92 1.01
O1 0.92 3.12 0.38
O2 -2.39 -0.70 -1.46
N1 0.49 0.87 -0.11
C1 -0.57 -0.12 0.00
C2 -0.01 -1.43 0.46
C3 -1.28 -0.21 -1.34
C4 0.09 2.29 -0.06
H1 -0.99 0.69 -2.10
H2 -1.00 2.39 -0.43
H3 -0.92 -2.11 0.43
H4 1.51 0.86 0.24
H5 -1.35 0.23 0.78

=====

## c
Density functional theory data (ωB97M-V with the def2-TZVPD basis set) for the molecule C4H5NO2S.

Its charge is 0.

Positions of all 13 atoms, in Å:
S1 -1.36 0.01 -0.01
O1 -2.29 0.05 1.09
O2 -1.80 0.24 -1.36
N1 2.12 -0.31 0.31
C1 1.27 -0.71 -0.46
C2 -0.02 1.22 0.30
C3 -0.66 -1.65 -0.15
C4 1.16 0.68 -0.38
H1 -1.05 -2.19 -0.87
H2 -0.39 1.97 -0.29
H3 0.11 1.29 1.46
H4 1.63 1.15 -1.21
H5 -0.24 -2.15 0.81

=====

## d
Density functional theory data (ωB97M-V with the def2-TZVPD basis set) for the molecule C4H5NO2S.

Its charge is 0.

Positions of all 13 atoms, in Å:
S1 -0.51 2.02 1.63
O1 -2.31 -1.89 0.59
O2 0.31 -0.61 -1.94
N1 -0.60 -0.30 0.15
C1 0.40 -0.02 -0.89
C2 1.64 0.86 -0.54
C3 -1.26 -1.56 0.01
C4 -0.88 0.46 1.23
H1 -1.66 -0.07 1.83
H2 1.31 1.94 -0.56
H3 -0.83 -2.18 -0.76
H4 2.38 0.65 -1.26
H5 2.01 0.69 0.50

=====

Most favorable structure: d. The second most favorable one is 0.0691 hartree above it.

=====

## a
Density functional theory data (ωB97M-V with the def2-TZVPD basis set) for the molecule C4H5NO2S.

Its charge is 0.

Positions of all 13 atoms, in Å:
S1 -1.42 -1.56 -1.84
O1 -0.79 1.38 0.44
O2 1.40 -1.33 -0.12
N1 1.40 1.46 1.52
C1 -1.45 0.65 -0.35
C2 -0.86 -0.53 -0.56
C3 0.42 0.77 0.72
C4 0.47 -0.38 0.00
H1 -1.91 -2.58 -1.06
H2 -2.43 1.05 -0.66
H3 2.05 0.55 1.92
H4 1.97 2.31 0.91
H5 1.16 -1.79 -0.92

=====

## b
Density functional theory data (ωB97M-V with the def2-TZVPD basis set) for the molecule C4H5NO2S.

Its charge is 0.

Positions of all 13 atoms, in Å:
S1 -1.72 -1.09 -0.42
O1 2.89 -0.11 -0.02
O2 -2.40 1.15 0.73
N1 0.75 -1.58 0.49
C1 0.58 0.70 -0.39
C2 2.02 0.87 -0.23
C3 -2.81 0.34 -0.15
C4 0.11 -0.58 0.04
H1 -0.08 1.70 -0.54
H2 0.33 -2.12 1.26
H3 -3.85 0.37 -0.66
H4 1.82 -1.47 0.30
H5 2.39 1.82 -0.40

=====

## c
Density functional theory data (ωB97M-V with the def2-TZVPD basis set) for a structure of composition C4H5NO2S.

Its charge is 0.

Positions of all 13 atoms, in Å:
S1 1.56 -2.04 0.79
O1 -2.21 -0.30 1.20
O2 0.25 -0.83 -2.27
N1 0.90 0.02 -1.15
C1 -1.03 0.11 1.76
C2 0.98 -0.66 0.14
C3 0.27 0.42 0.83
C4 -0.20 0.84 -0.60
H1 0.90 -0.77 -3.34
H2 -1.28 0.48 -0.89
H3 0.79 1.08 1.49
H4 0.03 1.94 -0.79
H5 -0.94 -0.28 2.85

=====

Most favorable structure: a. The second most favorable one is 0.0101 hartree above it.

=====

## a
Density functional theory data (ωB97M-V with the def2-TZVPD basis set) for a cluster of 2 separate species, C8H20O2 in total.

Its charge is 0.

Positions of all 30 atoms, in Å:
O1 0.54 1.17 1.91
O2 -0.25 -2.52 -0.43
C1 -0.52 2.03 2.17
C2 -0.38 -2.41 -1.89
C3 0.88 3.98 1.42
C4 -1.43 -2.86 0.27
C5 0.94 -1.67 -2.36
C6 0.17 -0.18 1.67
C7 0.93 -1.47 -3.86
C8 -0.10 3.46 2.47
H1 -1.04 4.03 2.56
H2 -1.84 -3.80 -0.14
H3 0.93 -2.42 -4.41
H4 0.02 -0.91 -4.13
H5 -1.29 -1.81 -2.10
H6 -0.56 -3.43 -2.29
H7 1.07 -0.75 -1.75
H8 0.60 3.66 0.40
H9 0.42 3.51 3.45
H10 -0.55 -0.59 2.40
H11 1.81 -2.33 -2.17
H12 -1.09 2.06 1.22
H13 1.01 5.08 1.42
H14 -1.16 1.55 2.93
H15 1.84 3.51 1.69
H16 -2.13 -2.04 0.03
H17 -0.29 -0.17 0.67
H18 1.05 -0.85 1.64
H19 1.81 -0.88 -4.18
H20 -1.36 -2.95 1.37

=====

## b
Density functional theory data (ωB97M-V with the def2-TZVPD basis set) for a cluster of 2 separate species, C8H20O2 in total.

Its charge is 0.

Positions of all 30 atoms, in Å:
O1 0.40 1.90 -1.10
O2 -0.17 -2.03 1.52
C1 0.15 2.43 1.20
C2 2.15 -2.26 2.00
C3 -0.43 2.60 -0.19
C4 -1.22 -2.01 0.56
C5 0.85 1.23 -3.34
C6 -2.52 -1.77 1.28
C7 1.09 -2.25 0.91
C8 -0.08 2.01 -2.43
H1 1.17 2.83 1.24
H2 -1.24 -2.97 0.01
H3 1.30 -1.45 0.17
H4 3.15 -2.42 1.56
H5 0.17 1.37 1.48
H6 0.87 0.17 -3.04
H7 2.16 -1.29 2.53
H8 -2.71 -2.57 2.01
H9 1.87 1.64 -3.28
H10 -1.46 2.21 -0.24
H11 -3.36 -1.74 0.56
H12 -0.47 2.97 1.94
H13 -1.03 -1.20 -0.18
H14 -1.11 1.61 -2.50
H15 0.51 1.30 -4.39
H16 -0.11 3.08 -2.73
H17 1.08 -3.21 0.37
H18 -2.49 -0.80 1.82
H19 1.94 -3.06 2.72
H20 -0.46 3.67 -0.47

=====

Most favorable structure: b. The second most favorable one is 0.0351 hartree above it.

=====

## a
Density functional theory data (ωB97M-V with the def2-TZVPD basis set) for a cluster of 3 separate species, C2H11N2O2 in total.

Its charge is 0. As for the spin multiplicity: 2.

Positions of all 17 atoms, in Å:
O1 -2.65 2.38 0.29
O2 3.13 -1.37 1.70
N1 0.00 1.27 0.73
N2 -0.58 -0.38 -0.94
C1 0.18 0.05 0.13
C2 -0.22 -1.63 -1.57
H1 -0.97 0.34 -1.53
H2 -3.13 3.21 0.18
H3 -0.38 -2.43 -0.83
H4 0.82 -1.68 -1.89
H5 3.57 -0.63 2.14
H6 1.13 -0.44 0.33
H7 -0.62 1.97 0.33
H8 -0.94 -1.79 -2.37
H9 -3.32 1.72 0.07
H10 0.13 1.39 1.72
H11 3.85 -1.97 1.50

=====

## b
Density functional theory data (ωB97M-V with the def2-TZVPD basis set) for a cluster of 3 separate species, C2H11N2O2 in total.

Its charge is 0. As for the spin multiplicity: 2.

Positions of all 17 atoms, in Å:
O1 -0.52 -0.96 -6.75
O2 2.08 3.70 0.96
N1 0.59 0.04 0.96
N2 -1.58 -1.55 1.15
C1 -0.82 -1.32 2.37
C2 0.30 -0.57 2.14
H1 -1.34 -1.58 3.23
H2 1.18 0.92 0.99
H3 -2.61 -1.33 1.36
H4 1.49 4.29 1.43
H5 -0.15 -0.30 -7.42
H6 -0.14 -0.46 -6.05
H7 -1.28 -0.86 0.40
H8 0.40 -0.24 -0.05
H9 -1.40 -2.55 0.82
H10 0.99 -0.54 2.98
H11 2.78 3.32 1.48

=====

Most favorable structure: a. The second most favorable one is 0.1316 hartree above it.